Density functional theory data (ωB97M-V with the def2-TZVPD basis set) for a structure of composition C29H29N3SiZn in a non-equilibrium geometry.

Calculated values
Orbital gap (spin up / spin down) in eV: 4.0925 / 4.0884
Lowest unoccupied orbital energy (spin up / spin down) in eV: -2.088 / -2.089
Total energy in eV: -91305.02736
Relative energy (zero: lowest compared OMol25 entry of this formula, charge and spin) in eV: 0.724

```
! wB97M-V def2-TZVPD RIJCOSX def2/J DEFGRID3
* xyz 0 1
Zn 0.0458 0.4640 0.8472
Si -0.5366 1.7254 -2.0788
N -0.1915 0.0685 2.9790
N -1.2926 -0.6359 3.1980
N -1.2764 -0.9876 0.8546
C 2.9419 1.9089 -5.1921
C -4.2537 1.3095 -4.0142
C -2.7276 -2.5720 -0.1439
C -2.0646 1.1273 -2.9830
C -2.8958 -2.1453 2.2096
C 2.7748 -1.9355 2.7866
C 3.1880 2.2172 -3.8451
C 1.7543 0.9349 4.1896
C 2.7337 -1.2839 1.5320
C -1.6578 -1.6973 -0.2224
C -3.1895 1.9060 -3.3281
C 1.6189 1.7199 -5.6298
C 2.1126 2.3620 -2.9442
C -1.8063 -1.2541 2.0939
C -3.0781 -0.8077 -4.0684
C -0.0899 -0.2129 5.3528
C 1.3794 1.8202 0.2993
C 2.4380 1.0210 5.3973
C 0.6168 -0.1209 6.5462
C 1.8739 0.5056 6.5733
C 0.4807 0.2908 4.1694
C 0.8080 1.9820 -3.3309
C 1.8762 -2.0411 0.6741
C 1.9692 -3.1194 2.7157
C -3.3565 -2.7897 1.0891
C -4.2130 -0.0426 -4.3653
C 0.5690 1.7528 -4.7029
C 1.4306 -3.1773 1.4016
C -1.9968 -0.2083 -3.4146
H -3.0257 -1.8569 -4.3605
H 3.2674 -0.3678 1.2678
H 2.1455 1.3300 3.2436
H 2.2835 2.7503 -1.9407
H -0.2480 0.5355 -1.2325
H 0.1671 -0.4953 7.4611
H -4.2202 -3.4525 1.1395
H -5.0619 -0.5074 -4.8820
H -5.1251 1.9131 -4.2891
H 3.4060 1.5253 5.4399
H 2.1526 1.9540 1.0791
H -0.6320 2.9636 -1.1735
H 0.7824 -3.9423 0.9911
H -1.0838 -0.6717 5.3295
H 2.4219 0.5855 7.5098
H 0.9016 2.8026 0.1308
H 1.8851 1.3864 -0.5764
H 1.4190 1.5324 -6.6912
H -1.1021 -1.5349 -1.1584
H 3.3675 -1.6111 3.6323
H -1.0890 -0.8046 -3.2607
H 1.6693 -1.8112 -0.3656
H -0.4591 1.5933 -5.0636
H 4.2306 2.3561 -3.5261
H -3.2272 2.9659 -3.0860
H -3.3604 -2.1950 3.1956
H -3.0905 -3.0242 -1.0604
H 1.8719 -3.8505 3.5126
H 3.7686 1.8467 -5.9116
*
```

Density functional theory data (ωB97M-V with the def2-TZVPD basis set) for a cluster of 2 separate species, C27H25O9S2 in total in a non-equilibrium geometry.

Calculated values
Orbital gap in eV: 6.9402
Lowest unoccupied orbital energy in eV: 2.215
Total energy in eV: -68501.31405
Relative energy (zero: lowest compared OMol25 entry of this formula, charge and spin) in eV: 1.196

```
! wB97M-V def2-TZVPD RIJCOSX def2/J DEFGRID3
* xyz -1 1
S -2.0948 -0.2738 -1.8630
S 0.4141 -1.7776 -1.9272
O -0.0373 -2.1695 -3.2462
O -2.6357 0.9375 -1.2919
O 1.6816 -2.2538 1.5255
O 0.9376 5.8208 -0.2565
O 1.8176 -1.4697 -1.7307
O 2.3663 1.8543 2.7873
O 1.6422 0.4278 4.3237
O 1.2036 -1.7711 3.6478
O -2.7595 -1.5420 -1.6960
C -0.0936 2.6253 1.2217
C -1.9379 -0.7936 -5.8946
C 1.2161 -1.2337 5.9801
C 0.7971 0.3594 0.6882
C 1.3130 -1.4245 2.3285
C -1.1112 -4.2230 0.9439
C 1.7057 0.8679 3.0199
C -0.0494 -3.1838 -0.9286
C -0.9066 0.9895 -4.0159
C 0.8524 6.6561 0.9291
C 0.4254 -4.4184 -1.3849
C 1.0529 -0.0053 1.9970
C -0.6516 -0.3912 4.4737
C -0.4434 1.0225 -5.3291
C 0.8230 -0.7262 4.5846
C -0.0925 3.9941 1.0044
C 1.0587 3.6342 -1.1333
C 0.6073 1.7598 0.3512
C -2.3412 -0.8847 -4.5620
C 0.5838 4.5144 -0.1329
C -0.9826 0.1513 -6.2792
C -0.8479 -3.0664 0.2006
C -0.4574 -0.4270 -1.3002
C -1.8335 0.0153 -3.6292
C 0.1001 -5.5648 -0.6652
C 1.1651 2.2947 -0.8397
C -0.6562 -5.4681 0.5069
H 0.3378 1.7363 -5.5996
H 1.0479 -4.4709 -2.2822
H -1.2431 -2.0915 0.4948
H -0.8965 0.4144 5.1783
H 1.0395 -0.4620 6.7347
H -2.3484 -1.4915 -6.6255
H 1.6998 1.6296 -1.5211
H 1.4480 6.2363 1.7582
H 1.4122 4.0485 -2.0746
H 0.0507 0.4891 -1.6191
H -1.6570 -4.1302 1.8822
H -1.2255 -1.2876 4.7357
H 1.1598 -0.3714 -0.0288
H -0.6479 0.2033 -7.3174
H -0.5580 4.6621 1.7347
H -3.0228 -1.6690 -4.2425
H -0.4912 1.6812 -3.2884
H 1.2782 7.6002 0.5881
H -0.8694 -6.3650 1.0888
H 0.4625 -6.5286 -1.0167
H -0.9120 -0.0709 3.4563
H 0.6235 -2.1175 6.2307
H -0.1970 6.7895 1.2387
H 2.2788 -1.4958 5.9918
H -0.6017 2.2051 2.0954
*
```